Record 1
Density functional theory data (wB97M-V/def2-TZVPD) for one molecule with the formula C24H27FN4O5 in a non-equilibrium geometry.

```
61
C24H27FN4O5, DFT wB97M-V/def2-TZVPD
C 5.59836 -0.57168 -2.14218
N 1.95419 0.69591 -0.50149
H -9.51247 1.65684 -0.61254
H -2.22663 -3.03553 0.44965
H 3.86913 2.66088 -0.99613
H -8.37634 -0.77075 -1.04038
C -7.43400 2.27116 -0.37261
C 2.97019 0.32433 0.45815
H -0.34763 -2.48885 0.23038
O 2.75105 -1.54320 2.04484
H 5.78576 4.13810 -0.44112
C -3.29564 -0.08216 1.61706
C 0.01535 -1.86201 1.04358
H -3.73890 -2.32972 -1.44530
C 3.20159 1.42344 1.51849
C 4.20785 2.50455 1.12556
C 6.61105 -1.02648 -1.31918
C 0.82697 -0.03505 -0.39035
H 0.41378 -2.47393 1.85663
H 7.27086 -1.44352 0.66899
O -6.25998 1.62715 -0.43040
H 2.79832 3.67645 -0.00702
O -0.65946 0.11830 2.16859
H 4.48600 5.03970 -1.22195
H 5.14831 -0.67582 1.68420
N -2.34446 -1.15793 1.40022
C 4.76156 4.48600 -0.32762
N 1.09329 -1.04146 0.54739
H 4.29724 3.19061 1.97086
C 6.46680 -1.06913 0.05591
H -4.38421 1.33762 0.39383
O -0.21412 0.09058 -0.98596
H 4.72217 5.16442 0.52147
H 5.73719 -0.56247 -3.21154
H -2.76711 0.91698 -0.21445
C 3.82064 3.30535 -0.11572
H -7.40286 3.32292 -0.16519
H -3.81831 -2.55912 1.04552
C -2.90603 -2.19428 0.56110
H 3.54934 0.93445 2.43023
H 3.61553 0.20277 -2.20646
C -8.46954 1.41669 -0.60063
C -7.88360 0.15357 -0.82202
C 4.41633 -0.13799 -1.56843
C 2.29963 -0.87401 1.15398
H 2.23130 1.87511 1.73939
C 4.25396 -0.14896 -0.18911
C -3.27085 -1.58555 -0.79992
O -5.88014 -1.79136 -1.39904
F 7.76734 -1.44518 -1.87257
H -4.18181 -0.48549 2.11592
N -4.21666 -0.50574 -0.59531
C -5.51847 -0.72973 -0.90936
H 1.96782 1.57393 -0.99144
C -3.67569 0.52660 0.25760
H -2.37226 -1.17604 -1.27189
H -2.82360 0.66833 2.25143
C -1.03753 -0.88040 1.58437
H 5.18777 2.05090 0.96442
C -6.52595 0.32627 -0.70459
C 5.28297 -0.62804 0.61602
```

## Properties
- total charge = 0
- gap between HOMO and LUMO (Eh) = 0.3476
- strongest force on any atom (eV/Å) = 1.345
- multiplicity = 1
- SMILES string = CCCC[C@]1(c2ccc(F)cc2)NC(=O)N(CC(=O)N2CCN(C(=O)c3ccco3)CC2)C1=O
- E_HOMO (eV) = -8.79

Record 2
Density functional theory data (wB97M-V/def2-TZVPD) for C4H4Br2 as an isolated structure in a non-equilibrium geometry.

```
10
C4H4Br2, DFT wB97M-V/def2-TZVPD
H 1.21056 1.71691 1.19029
H -1.88135 -0.36192 -0.32969
C -0.82949 -0.74229 -0.20406
C -0.23712 -0.43685 -1.70507
C 0.47555 1.00555 1.53394
Br 1.17025 -1.78447 -2.05145
C -0.16282 0.09589 0.81797
H 0.52253 0.90355 2.59003
H -0.67668 -1.72813 -0.01395
Br 0.40857 1.33177 -1.82801
```

## Properties
- total charge = 0
- gap between HOMO and LUMO (alpha / beta) (Eh) = 0.3228 / 0.2525
- strongest force on any atom (eV/Å) = 5.337
- multiplicity = 1
- E_HOMO (alpha / beta) (eV) = -8.92 / -8.10

Record 3
Density functional theory data (wB97M-V/def2-TZVPD) for one molecule with the formula C8H11NO4 in a non-equilibrium geometry.

```
24
C8H11NO4, DFT wB97M-V/def2-TZVPD
H 0.27401 3.05162 -2.49617
O -1.13579 2.06435 1.99988
H 0.14758 0.14447 3.43994
C -0.12866 -0.57279 2.61953
H -1.12937 2.92354 -0.24491
H 1.00374 -1.48538 -2.05961
H -2.09654 -0.41798 2.53217
H 0.55993 -1.42870 2.73875
C 0.37513 -0.59681 0.10451
H 0.39674 -2.64694 0.95076
C 0.94462 -2.01721 0.23291
O 0.89990 -0.51060 -2.29982
N -0.74207 1.98249 -0.18609
C -0.32710 2.11994 -2.59036
O 0.98169 -2.75471 -1.00893
C -0.22608 1.37018 -1.28430
H 1.94386 -1.94287 0.66073
C 0.34777 0.10577 -1.18348
C -0.63733 1.44010 1.08507
C -0.06752 0.05943 1.24016
H -1.34422 2.35406 -2.81790
H 0.07487 1.57284 -3.42222
O -1.44472 -1.13503 2.73266
H 1.32956 -3.67977 -0.74326
```

## Properties
- total charge = 0
- gap between HOMO and LUMO (Eh) = 0.2893
- strongest force on any atom (eV/Å) = 2.650
- multiplicity = 1
- SMILES string = Cc1[nH]c(=O)c(CO)c(CO)c1O
- E_HOMO (eV) = -7.60

Record 4
Density functional theory data (wB97M-V/def2-TZVPD) for one molecule with the formula C3H4N2S2 in a non-equilibrium geometry.

```
11
C3H4N2S2, DFT wB97M-V/def2-TZVPD
S -3.16957 0.55516 -0.43002
N -1.81704 -0.19791 -1.20982
C -0.65132 -0.21469 -0.62767
H 1.74537 0.52890 1.96638
H 1.99702 0.62445 0.14803
C 0.51736 -0.65217 -1.42297
H 1.47650 -1.03633 0.88238
H -2.58880 0.73455 0.81866
S -0.34190 0.55649 0.95631
C 1.40365 0.13635 0.99879
N 1.42874 -1.03482 -2.08007
```

## Properties
- total charge = 0
- gap between HOMO and LUMO (Eh) = 0.3299
- strongest force on any atom (eV/Å) = 4.314
- multiplicity = 1
- SMILES string = CS/C(C#N)=N\S
- E_HOMO (eV) = -9.27